Record 1
The following is a DFT calculation (ωB97M-V/def2-TZVPD) of O4V2 as an isolated structure.

Energy relative to the best compared isomer or geometry (same formula, charge and spin) (kJ/mol): 94.0
Net charge: +2
Orbital gap (eV): 8.951
2S+1: 1
HOMO level (eV): -21.2309
F_max (eV/A): 5.8
Total energy (eV): -59539.7554

Geometry as XYZ:
```
6
O4V2 ωB97M-V/def2-TZVPD
V -1.713 -0.182 -0.962
V 1.680 0.373 0.844
O 1.657 -0.605 -0.501
O 0.227 0.607 1.498
O -1.373 -1.101 0.290
O -0.477 0.908 -1.168
```

Listed below, in e, are the Löwdin charges computed for each atom: atom 1 (V): 1.41, atom 2 (V): 1.40, atom 3 (O): -0.21, atom 4 (O): -0.21, atom 5 (O): -0.16, atom 6 (O): -0.24

***

Record 2
The following is a DFT calculation (ωB97M-V/def2-TZVPD) of one molecule with the formula S2.

Energy relative to the best compared isomer or geometry (same formula, charge and spin) (kJ/mol): 153.8
Net charge: 0
Orbital gap (eV): 5.634
2S+1: 1
HOMO level (eV): -9.2727
F_max (eV/A): 5.8
Total energy (eV): -21667.4033

Geometry as XYZ:
```
2
S2 ωB97M-V/def2-TZVPD
S 0.000 0.000 -1.145
S 0.000 0.000 1.145
```

Listed below, in e, are the natural (NBO) charges computed for each atom: atom 1 (S): 0.00, atom 2 (S): 0.00

***

Record 3
The following is a DFT calculation (ωB97M-V/def2-TZVPD) of one molecule with the formula S2.

Energy relative to the best compared isomer or geometry (same formula, charge and spin) (kJ/mol): 161.1
Net charge: 0
Orbital gap (eV): 5.629
2S+1: 1
HOMO level (eV): -9.2971
F_max (eV/A): 5.8
Total energy (eV): -21667.3279

Geometry as XYZ:
```
2
S2 ωB97M-V/def2-TZVPD
S 0.000 0.000 1.151
S 0.000 0.000 -1.151
```

Listed below, in e, are the natural (NBO) charges computed for each atom: atom 1 (S): 0.00, atom 2 (S): 0.00

***

Which value of 2S+1 does entry 1 give?
1